Here is an isolated ion of composition C5HN2O4 and charge -1 at a distorted geometry from OMol25. Energies are from ωB97M-V/def2-TZVPD.

The geometry in XYZ format:
```
12
Properties=species:S:1:pos:R:3:lowdin_charge:R:1
C -0.06737 0.07612 1.36669 -0.503
C 0.47267 -0.58347 0.28382 -0.187
C -0.34306 2.41356 1.09874 -0.064
N 1.01467 -1.74330 0.69148 -0.103
O -2.52561 -0.10322 0.09221 0.078
O -2.71733 2.02686 -0.19503 0.022
O 0.02890 -0.18542 2.56441 -0.023
C -0.90423 1.25905 0.88794 -0.131
C 1.18180 -2.32216 1.71125 -0.005
O 0.34671 3.31626 1.37785 0.197
N -2.11760 1.03855 0.23374 -0.372
H 0.35749 -0.33846 -0.75730 0.091
```

Results
**Relative energy (zero: lowest compared OMol25 entry of this formula, charge and spin)**: 4.926 eV
**Electronic energy**: -16366.9163 eV
**2S+1**: 1
**Charge**: -1
**Strongest force on any atom**: 0.0416 hartree/bohr